{
  "formula": "C5H6CuLiO4",
  "method": "ωB97M-V/def2-TZVPD",
  "orbital_gap_ev": [6.4, 7.1],
  "total_charge": 2,
  "relative_energy_kcal_mol": 5.3,
  "total_energy_ev": -58296.418,
  "spin_multiplicity": 3,
  "species": ["O", "C", "O", "O", "C", "C", "Li", "H", "H", "H", "Cu", "C", "C", "O", "H", "H", "H"],
  "xyz": [[3.3140, 0.4890, 0.7183], [2.1214, 0.6248, 0.9080], [1.4000, 0.3659, 1.8751], [1.4187, 1.0077, -0.3184], [0.1375, 1.1735, -0.3022], [-0.7432, 0.7475, -1.3238], [4.8355, -0.1049, 1.5690], [-0.2846, 1.4149, 0.6836], [-0.3024, 0.8008, -2.3235], [-1.6597, 1.3561, -1.2365], [0.5718, -0.8228, 2.9021], [-1.2683, -0.9681, -1.0825], [-2.2875, -1.1737, -0.0338], [-1.9773, -1.4565, 1.1162], [-0.3575, -1.5373, -0.8696], [-3.2588, -0.6683, -0.2127], [-1.6596, -1.2486, -2.0694]]
}



{
  "formula": "C22H44O14S4",
  "method": "ωB97M-V/def2-TZVPD",
  "orbital_gap_ev": 9.7,
  "smiles": "O=S1(=O)CCCC1.O=S1(=O)CCCC1.O=S1(=O)CCCC1.O=S1(=O)CCCC1.COC(=O)OC.COC(=O)OC",
  "relative_energy_kcal_mol": 0.0,
  "total_energy_ev": -95530.909,
  "spin_multiplicity": 1,
  "species": ["C", "O", "C", "O", "O", "C", "H", "H", "H", "H", "H", "H", "C", "O", "C", "O", "O", "C", "H", "H", "H", "H", "H", "H", "C", "C", "C", "S", "O", "O", "C", "H", "H", "H", "H", "H", "H", "H", "H", "C", "C", "C", "S", "O", "O", "C", "H", "H", "H", "H", "H", "H", "H", "H", "C", "C", "C", "S", "O", "O", "C", "H", "H", "H", "H", "H", "H", "H", "H", "C", "C", "C", "S", "O", "O", "C", "H", "H", "H", "H", "H", "H", "H", "H"],
  "xyz": [[0.5597, 0.7204, -1.0362], [0.9750, -0.4166, -0.3215], [0.0398, -0.9717, 0.4351], [-1.1224, -0.6525, 0.5448], [0.6543, -1.9215, 1.1742], [-0.2194, -2.5738, 2.0749], [-0.1455, 0.3874, -1.8477], [1.5088, 1.0697, -1.4627], [0.2312, 1.5142, -0.4158], [-0.8647, -3.2413, 1.5494], [-0.7768, -1.7942, 2.6013], [0.4830, -3.0640, 2.7647], [2.2251, -5.6976, 1.4093], [1.3681, -6.8533, 1.3090], [0.2134, -6.6658, 0.5777], [-0.0722, -5.7231, -0.0515], [-0.4803, -7.8032, 0.7104], [-1.7087, -7.8286, -0.0754], [1.6384, -4.7843, 1.6573], [2.7872, -5.5623, 0.4807], [2.9018, -5.8388, 2.2653], [-1.5171, -7.1779, -0.9140], [-2.4931, -7.3214, 0.5069], [-1.9560, -8.8779, -0.2508], [-3.3277, 1.9211, -0.2169], [-2.7568, 3.2954, -0.1747], [-3.1624, 4.1429, -1.4025], [-4.1825, 2.9320, -2.4233], [-3.9013, 3.0425, -3.8528], [-5.5430, 3.0414, -1.8958], [-3.3699, 1.4735, -1.7048], [-4.3751, 1.9276, 0.0713], [-2.7348, 1.2146, 0.3593], [-1.6507, 3.1848, -0.1606], [-2.9626, 3.7274, 0.8126], [-2.2755, 4.3945, -1.9648], [-3.7918, 5.0125, -1.2506], [-2.3938, 1.5081, -2.2684], [-4.0201, 0.6572, -2.0067], [-0.4494, 1.8915, 2.8462], [1.0338, 2.3257, 2.6251], [2.0087, 1.4472, 3.4654], [0.8959, 0.5984, 4.7044], [1.3904, 0.9260, 6.0249], [0.6151, -0.7526, 4.3780], [-0.5442, 1.6495, 4.3113], [-0.7001, 0.9352, 2.3340], [-1.0936, 2.6710, 2.5388], [1.1318, 3.3765, 2.9562], [1.3183, 2.3810, 1.5742], [2.7741, 1.9341, 4.0644], [2.4724, 0.6825, 2.8290], [-0.3541, 2.4679, 4.9693], [-1.4698, 1.1611, 4.6687], [-0.0827, -3.9534, -2.4780], [0.7224, -3.1327, -3.4704], [-0.2872, -2.6477, -4.4592], [-1.6841, -2.1355, -3.4226], [-2.8346, -2.9260, -3.9105], [-1.6248, -0.6866, -3.3034], [-1.1227, -2.9561, -1.9402], [0.4877, -4.2618, -1.6061], [-0.5676, -4.8391, -2.9628], [1.6497, -3.5511, -3.8482], [0.9577, -2.2228, -2.9103], [-0.7309, -3.4290, -5.0902], [-0.0142, -1.7689, -5.0769], [-2.0224, -3.3696, -1.4982], [-0.7003, -2.1648, -1.3208], [3.8297, 3.7619, 0.3261], [3.4486, 5.1512, 0.9600], [2.3124, 5.8430, 0.1135], [1.9128, 4.6729, -1.1544], [1.6748, 5.2274, -2.4522], [0.9704, 3.7831, -0.4840], [3.5735, 3.9275, -1.1132], [3.2137, 2.9371, 0.7005], [4.8680, 3.5404, 0.5702], [4.3769, 5.7801, 0.9627], [3.0368, 5.0003, 1.9980], [2.7064, 6.7502, -0.3775], [1.3946, 5.9369, 0.6801], [4.2110, 4.6377, -1.6471], [3.5134, 3.0029, -1.6817]]
}



{
  "formula": "C8H10O2",
  "method": "ωB97M-V/def2-TZVPD",
  "orbital_gap_ev": 8.8,
  "relative_energy_kcal_mol": 170.5,
  "total_energy_ev": -12546.268,
  "spin_multiplicity": 1,
  "species": ["C", "C", "C", "C", "C", "C", "C", "C", "H", "H", "H", "H", "H", "H", "H", "H", "H", "H", "O", "O"],
  "xyz": [[1.7064, 2.3912, 1.2242], [0.7714, 0.2324, 0.2516], [-0.0863, 0.4558, -0.8402], [-1.1166, -0.3864, -0.9917], [-1.6387, -0.4863, -2.3780], [-1.3572, -1.3403, -0.0266], [-0.5734, -1.4878, 1.0169], [0.8253, -0.8742, 0.9319], [1.5825, 2.0145, 2.2643], [2.3678, 3.2030, 0.8293], [0.6610, 2.6477, 1.0977], [0.3849, 1.2272, -1.4615], [-2.8654, 0.0092, -2.5902], [-1.7937, -1.8167, -3.1481], [-0.6206, -0.2102, -3.0123], [-2.1089, -2.0713, -0.1089], [-0.8153, -2.1457, 1.7779], [1.2990, -1.5494, 2.6998], [1.7998, 0.9985, 0.3748], [1.5781, -0.8114, 2.0891]]
}



{
  "formula": "C27H28CuN2Si",
  "method": "ωB97M-V/def2-TZVPD",
  "orbital_gap_ev": [5.9, 5.6],
  "relative_energy_kcal_mol": 51.4,
  "total_energy_ev": -83945.303,
  "spin_multiplicity": 2,
  "species": ["C", "C", "C", "H", "C", "C", "H", "H", "H", "H", "Cu", "C", "H", "H", "H", "Si", "C", "C", "H", "C", "H", "C", "H", "C", "H", "C", "H", "C", "C", "H", "C", "H", "C", "H", "C", "H", "C", "H", "H", "H", "N", "C", "C", "C", "C", "C", "C", "C", "C", "N", "C", "H", "H", "H", "H", "H", "H", "H", "H"],
  "xyz": [[0.3289, 2.1266, 2.0487], [-0.7017, 1.9857, 1.0319], [-1.9234, 1.5187, 1.7134], [-0.7322, 2.4090, 0.0180], [-1.6000, 1.4443, 3.1178], [-0.2614, 1.8140, 3.3048], [0.2403, 1.8411, 4.3110], [1.3731, 2.4420, 1.9088], [-2.9151, 1.5549, 1.2420], [-2.3048, 1.1941, 3.9375], [-0.8123, -0.1147, 0.9118], [-0.9419, -1.0390, -0.9317], [-1.8037, -0.8478, -0.2542], [-0.0867, -1.6552, -0.7076], [-1.4454, -1.4414, -1.8197], [0.0784, 0.7929, -2.7189], [1.5827, -0.2978, -2.9417], [2.6722, 0.5760, -3.0519], [2.5350, 1.6604, -2.9306], [3.9176, 0.1251, -3.4598], [4.7061, 0.8533, -3.7131], [4.0907, -1.2505, -3.6602], [5.0576, -1.6093, -4.0605], [3.0244, -2.1619, -3.4664], [3.1733, -3.2214, -3.6762], [1.7546, -1.6633, -3.1014], [0.9069, -2.3585, -3.0272], [-1.6341, 0.8708, -3.4520], [-1.4321, 1.5415, -4.6825], [-0.5403, 1.2691, -5.2647], [-2.2166, 2.6605, -4.9942], [-1.9180, 3.2854, -5.8506], [-3.2738, 3.0364, -4.1497], [-3.8032, 3.9682, -4.3206], [-3.6230, 2.1999, -3.0753], [-4.4774, 2.4541, -2.4430], [-2.8267, 1.0903, -2.7395], [-3.0383, 0.4718, -1.8678], [0.0217, 0.9396, -1.2294], [0.5987, 2.0181, -3.2276], [1.4128, -0.5667, 1.1993], [1.4023, -1.1331, 2.5078], [2.6015, -1.2518, 3.1755], [2.6300, -1.7260, 4.5017], [1.4393, -2.0505, 5.1307], [0.1911, -1.9736, 4.4418], [-1.0653, -2.2052, 5.0503], [-2.2276, -2.1068, 4.3104], [-2.1707, -1.7515, 2.9543], [-0.9917, -1.4631, 2.3798], [0.1818, -1.5720, 3.0741], [2.1107, 0.1881, 1.0748], [1.6079, -1.2598, 0.4566], [3.5130, -1.0070, 2.6160], [3.6004, -1.8244, 4.9961], [1.4110, -2.3817, 6.1756], [-1.0887, -2.4598, 6.1062], [-3.2074, -2.2667, 4.7495], [-3.1004, -1.6719, 2.3719]]
}



{
  "formula": "C19H30BIN6Ru",
  "method": "ωB97M-V/def2-TZVPD",
  "orbital_gap_ev": 6.9,
  "total_charge": 2,
  "total_energy_ev": -40475.441,
  "spin_multiplicity": 1,
  "species": ["Ru", "C", "C", "C", "C", "C", "C", "N", "N", "B", "N", "C", "C", "C", "N", "C", "C", "C", "N", "C", "C", "C", "N", "C", "C", "C", "H", "H", "H", "H", "H", "H", "H", "H", "H", "H", "H", "H", "H", "H", "H", "H", "H", "H", "H", "H", "H", "H", "H", "H", "H", "H", "H", "H", "I", "C", "H", "H"],
  "xyz": [[-0.5266, -0.3833, 0.2588], [2.4363, -1.0838, -3.1663], [1.7975, -1.7431, -1.9391], [0.2699, -1.6376, -1.9962], [2.3259, -1.0924, -0.6931], [3.6345, -0.7815, -0.3240], [3.5209, 0.0551, 0.7703], [2.2229, 0.2167, 1.0685], [1.4993, -0.5151, 0.1874], [1.5035, 1.3556, 1.8574], [0.4815, 0.6583, 2.7862], [0.5332, 0.4386, 4.1059], [-0.1548, -0.7196, 4.3992], [-0.6070, -1.2096, 3.1777], [-0.2418, -0.3358, 2.2220], [-1.2626, -2.5253, 2.8779], [-0.9443, -3.0305, 1.4577], [-2.7643, -2.5441, 3.1817], [0.7189, 2.1716, 0.8079], [0.9069, 3.4381, 0.4202], [0.1828, 3.6687, -0.7272], [-0.4420, 2.4590, -1.0319], [-0.1113, 1.5646, -0.0829], [-1.3072, 2.1565, -2.2167], [-2.4366, 3.1790, -2.3497], [-0.4554, 2.1055, -3.4897], [2.0699, -1.5501, -4.0804], [2.2018, -0.0182, -3.1981], [3.5192, -1.1880, -3.1487], [2.0587, -2.8047, -1.9417], [-0.0461, -0.5678, -1.8073], [-0.1195, -1.8436, -2.9934], [-0.2055, -2.3431, -1.3131], [4.5409, -1.1016, -0.8074], [4.2784, 0.5642, 1.3432], [2.2728, 2.0315, 2.4588], [1.0999, 1.0962, 4.7447], [-0.2786, -1.1780, 5.3652], [-0.7941, -3.2234, 3.5738], [-1.8412, -3.2909, 0.9031], [-0.3078, -2.3345, 0.8507], [-0.3012, -3.9107, 1.4749], [-3.3240, -1.9092, 2.4956], [-3.1491, -3.5600, 3.0956], [-2.9568, -2.1972, 4.1959], [1.5406, 4.0929, 0.9955], [0.1075, 4.5916, -1.2753], [-1.7501, 1.1699, -2.0658], [-2.0303, 4.1746, -2.5291], [-3.0755, 2.9259, -3.1949], [-3.0517, 3.2249, -1.4505], [-0.0084, 3.0797, -3.6885], [0.3558, 1.3798, -3.4049], [-1.0733, 1.8374, -4.3463], [-3.0678, 0.4980, 0.7206], [-2.3406, -0.9313, -0.5742], [-2.4386, -0.6419, -1.6136], [-2.6653, -1.9384, -0.3462]]
}



{
  "formula": "C13H26NO2Rb",
  "method": "ωB97M-V/def2-TZVPD",
  "orbital_gap_ev": 4.8,
  "relative_energy_kcal_mol": 30.2,
  "total_energy_ev": -20139.318,
  "spin_multiplicity": 1,
  "species": ["Rb", "C", "C", "C", "C", "C", "C", "N", "O", "C", "C", "C", "H", "H", "H", "H", "H", "H", "H", "H", "H", "H", "H", "H", "H", "H", "H", "H", "H", "H", "C", "C", "C", "O", "C", "H", "H", "H", "H", "H", "H", "H", "H"],
  "xyz": [[20.9586, -27.0117, -3.7641], [16.6066, -30.0820, -3.4750], [17.9440, -29.4619, -2.9786], [18.0881, -30.1511, -1.5143], [18.6301, -31.6092, -1.3373], [19.9576, -31.6490, -2.1102], [19.8632, -31.1446, -3.5674], [19.2482, -29.7368, -3.6689], [19.2525, -29.2057, -5.0007], [19.1059, -32.2807, -4.4033], [21.3573, -31.0999, -4.1780], [17.8249, -27.9682, -2.7240], [15.7099, -29.7927, -2.9269], [16.5055, -31.1426, -3.2449], [16.5006, -29.8047, -4.5238], [17.1171, -29.9834, -1.0482], [18.7600, -29.5280, -0.9240], [17.8463, -32.2778, -1.6931], [18.9046, -31.8693, -0.3150], [20.3721, -32.6504, -1.9939], [20.6791, -31.0480, -1.5567], [19.3162, -32.4161, -5.4642], [18.0362, -32.0816, -4.4683], [19.3728, -33.2836, -4.0700], [22.1407, -30.5100, -3.7024], [21.3850, -30.8764, -5.2445], [21.8169, -32.0791, -4.0433], [17.1212, -27.7094, -1.9328], [17.5549, -27.5212, -3.6807], [18.7786, -27.5819, -2.3645], [23.8855, -28.4654, -7.4179], [24.5521, -27.1197, -7.3994], [23.6866, -26.2192, -6.5477], [22.8482, -27.0521, -5.8740], [23.3264, -28.3594, -6.0449], [24.5585, -29.2954, -7.6334], [23.0594, -28.5167, -8.1272], [24.7065, -26.7065, -8.3962], [25.5533, -27.2295, -6.9827], [23.1838, -25.4237, -7.0978], [24.3782, -25.7118, -5.8751], [22.5494, -29.1139, -5.9219], [24.0627, -28.6396, -5.2916]]
}